Here is C34H27GeIN3PtS4SbSe2 as an isolated structure from OMol25. Energies are from ωB97M-V/def2-TZVPD.

```
74
Properties=species:S:1:pos:R:3:forces:R:3
Pt -0.420 1.186 -0.011 0.02 0.00 -0.06
S -2.319 5.113 1.229 -0.07 0.03 -0.02
Sb -2.407 3.237 3.023 -0.01 -0.03 0.01
S -0.797 1.636 2.214 0.09 0.06 0.06
S -0.401 5.166 0.572 0.05 0.00 -0.03
S -4.570 2.545 2.628 -0.03 -0.02 -0.07
Se -0.359 4.312 -1.561 -0.04 -0.03 0.04
Se -0.716 1.673 -4.010 -0.03 0.00 -0.04
C 0.725 0.941 -3.068 0.08 0.00 0.01
C 1.954 0.656 -3.707 -0.05 0.03 -0.01
C 3.009 0.131 -3.000 0.02 -0.02 0.05
C 2.876 -0.172 -1.643 0.00 0.01 -0.03
C 1.651 0.080 -1.062 -0.03 -0.01 0.01
N 0.637 0.653 -1.757 -0.03 0.00 0.00
C -2.028 3.408 -1.428 0.05 -0.08 0.08
C -3.145 3.960 -2.027 -0.04 0.00 -0.01
C -4.371 3.337 -1.867 0.02 0.06 -0.02
C -4.448 2.213 -1.070 0.01 -0.05 0.07
C -3.289 1.731 -0.488 -0.01 0.02 -0.01
N -2.096 2.295 -0.689 -0.01 0.08 -0.06
H 2.035 0.873 -4.763 0.00 0.00 0.00
H 3.951 -0.058 -3.506 0.00 0.00 0.00
H 3.695 -0.564 -1.056 0.00 0.00 0.00
H 1.862 0.083 1.109 0.02 -0.02 0.01
H -3.037 4.870 -2.599 0.00 0.00 0.00
H -5.259 3.751 -2.328 0.00 0.00 0.00
H -5.388 1.730 -0.848 -0.01 -0.01 -0.01
H -3.299 0.877 0.173 0.00 0.00 0.03
I 1.908 5.152 3.606 -0.03 -0.02 -0.02
C 2.582 4.441 1.769 0.00 -0.08 0.07
C 2.985 5.314 0.777 -0.01 0.02 -0.04
C 3.385 4.780 -0.439 0.01 0.02 0.01
C 3.394 3.402 -0.585 0.00 -0.06 0.02
N 3.023 2.565 0.378 0.00 -0.04 0.00
C 2.591 3.073 1.527 0.02 0.06 -0.03
H 2.956 6.384 0.936 0.00 0.00 0.00
H 3.676 5.421 -1.260 0.00 0.00 0.00
H 3.699 2.942 -1.520 0.00 -0.01 -0.02
H 2.215 2.372 2.264 0.01 0.02 0.02
C 1.138 -0.119 0.320 0.04 0.04 -0.03
Ge 0.269 -1.855 0.556 -0.05 0.02 0.04
C -1.146 -1.787 1.901 0.00 -0.02 0.01
C -0.849 -1.766 3.260 0.01 0.00 0.00
C -1.837 -1.511 4.202 -0.01 0.00 0.00
C -3.137 -1.258 3.793 0.00 0.00 0.00
C -3.453 -1.296 2.442 0.00 -0.01 -0.01
C -2.466 -1.572 1.509 0.01 0.01 0.01
C -0.462 -2.571 -1.126 0.01 0.00 -0.01
C -0.204 -3.896 -1.485 0.00 0.00 0.00
C -0.702 -4.431 -2.667 0.00 0.00 -0.01
C -1.463 -3.643 -3.520 0.00 0.00 0.00
C -1.727 -2.324 -3.180 0.00 0.01 0.01
C -1.238 -1.798 -1.992 -0.01 0.00 -0.01
C 1.555 -3.233 1.174 0.03 0.01 -0.02
C 2.868 -3.226 0.699 0.00 -0.01 0.01
C 3.783 -4.197 1.083 0.00 0.00 0.00
C 3.400 -5.203 1.961 0.00 0.01 0.00
C 2.100 -5.228 2.446 -0.01 0.00 0.00
C 1.191 -4.253 2.053 -0.02 -0.02 0.00
H 0.175 -1.907 3.593 0.00 0.00 0.00
H -1.580 -1.463 5.254 0.00 0.00 0.00
H -3.897 -0.995 4.517 0.00 0.00 -0.01
H -4.459 -1.059 2.118 0.00 0.01 0.00
H -2.717 -1.570 0.453 0.00 0.00 0.00
H 0.402 -4.522 -0.839 0.00 0.00 0.00
H -0.486 -5.462 -2.925 0.00 0.00 0.00
H -1.838 -4.052 -4.451 0.00 0.00 0.00
H -2.292 -1.680 -3.844 0.00 0.00 0.00
H -1.444 -0.759 -1.761 0.00 -0.01 0.00
H 3.178 -2.448 0.010 0.00 0.01 0.00
H 4.796 -4.169 0.698 0.00 0.00 0.00
H 4.112 -5.962 2.266 0.00 0.00 0.00
H 1.792 -6.009 3.132 0.00 0.00 0.00
H 0.178 -4.284 2.441 0.00 0.00 0.00
```
Positions in Å, forces in eV/Å.

As for the relative energy (zero: lowest compared OMol25 entry of this formula, charge and spin): 0.0 kJ/mol. As for the LUMO energy: 3.706 eV. The HOMO energy is -1.6 eV. The total charge is -2. The frontier orbital gap comes out at 0.1957 hartree. As for the max |F|: 0.1 eV Å⁻¹.

---

Here is C25H33CdO2Se as an isolated structure from OMol25. Energies are from ωB97M-V/def2-TZVPD.

```
62
Properties=species:S:1:pos:R:3:forces:R:3
O -2.541 -1.331 -0.765 -0.46 1.08 -0.18
C -3.731 -0.621 -0.295 0.31 -0.83 -0.80
C -4.570 -1.397 -1.324 -0.13 -0.47 0.42
H -3.690 0.436 -0.561 0.18 0.15 0.14
H -3.952 -0.721 0.777 0.31 -0.21 -0.34
C -3.201 -1.761 -2.005 -0.48 -0.16 1.06
H -5.339 -0.806 -1.818 0.13 -0.08 -0.50
H -5.042 -2.285 -0.894 0.07 0.09 0.01
C -2.910 -0.917 -3.228 0.33 0.44 0.16
H -3.300 0.096 -3.120 -0.08 0.02 0.06
H -3.316 -1.343 -4.144 -0.25 -0.17 0.07
H -1.844 -0.819 -3.379 0.43 -0.06 0.02
C -2.782 -3.209 -2.166 0.55 -0.60 -0.33
H -3.247 -3.876 -1.449 -0.21 0.08 0.32
H -1.694 -3.327 -2.015 -0.33 0.50 0.22
H -2.920 -3.660 -3.143 -0.49 0.23 -0.41
Cd 1.301 1.686 0.309 0.43 -1.98 1.68
C 0.609 -2.612 1.919 -0.01 0.80 0.15
C 1.575 -1.662 2.333 -0.75 -0.02 0.37
C 0.911 -0.406 2.472 0.59 0.11 -0.45
H 2.636 -1.840 2.502 -0.61 -0.08 0.00
C -0.426 -0.561 2.014 -0.35 -0.51 -0.18
C -0.616 -1.930 1.679 0.36 0.16 0.36
H -1.538 -2.379 1.314 0.26 0.15 0.02
H 0.798 -3.681 1.821 -0.10 0.23 -0.20
H 1.323 0.481 2.967 -0.21 -0.34 -0.30
H -1.179 0.230 1.947 0.11 -0.26 0.21
C 2.880 -1.013 -0.542 0.03 0.89 -0.46
C 1.854 -1.879 -0.929 -0.24 0.64 -0.28
C 0.853 -1.132 -1.578 0.18 -0.09 0.34
H 1.843 -2.940 -0.691 -0.18 0.29 -0.14
C 1.232 0.236 -1.583 -0.02 -0.30 -0.94
C 2.565 0.308 -1.006 1.13 -1.19 -0.12
H 3.325 1.088 -1.153 -0.51 -0.22 0.06
H 3.736 -1.299 0.062 -0.38 0.14 -0.50
H -0.029 -1.559 -2.037 -0.13 0.24 0.34
H 0.719 1.033 -2.119 0.25 -0.24 -0.32
O -1.109 2.701 -1.198 -1.32 1.67 -0.37
C -2.451 3.003 -1.796 0.97 -0.68 0.65
C -2.782 4.452 -1.499 -0.11 0.11 0.09
H -3.233 2.367 -1.331 0.73 -0.05 -0.37
H -2.377 2.844 -2.881 0.02 -0.36 0.47
C -1.779 4.935 -0.448 0.78 -0.02 -0.20
H -3.785 4.520 -1.097 -0.31 0.08 -0.10
H -2.743 5.015 -2.432 0.08 0.27 0.24
C -0.860 3.725 -0.196 -0.19 -0.76 0.38
H -2.217 5.239 0.508 -0.11 0.02 -0.36
H -1.211 5.772 -0.850 0.05 0.08 0.13
H -1.133 3.293 0.779 0.14 0.02 -0.08
H 0.229 3.983 -0.139 -0.73 -0.13 -0.44
Se 3.319 2.326 1.933 -0.09 1.56 0.30
C 4.161 0.713 2.468 0.12 -1.31 0.05
C 4.977 0.043 1.535 -0.79 0.28 0.17
C 5.375 -1.266 1.763 0.59 0.14 0.50
C 5.164 -1.854 3.013 -0.23 0.09 -0.35
C 4.380 -1.201 3.965 0.66 0.13 -0.04
C 3.890 0.074 3.701 -0.11 0.37 -0.51
H 5.153 0.530 0.574 -0.03 -0.24 0.23
H 5.833 -1.830 0.952 0.18 0.13 0.29
H 5.569 -2.841 3.205 -0.22 -0.04 0.01
H 4.120 -1.723 4.885 0.08 0.27 -0.13
H 3.219 0.550 4.413 0.12 -0.06 -0.18
```
Positions in Å, forces in eV/Å.

As for the relative energy (zero: lowest compared OMol25 entry of this formula, charge and spin): 49.4 kJ/mol. As for the LUMO energy: 2.126 eV. The HOMO energy is -2.6 eV. The total charge is -1. The frontier orbital gap comes out at 0.1736 hartree. As for the max |F|: 2.6 eV Å⁻¹.

---

Here is C36H32AsNO3SiSm as an isolated structure from OMol25. Energies are from ωB97M-V/def2-TZVPD.

```
75
Properties=species:S:1:pos:R:3:forces:R:3
Sm 0.308 -0.346 -0.232 1.15 -1.39 -0.39
O -3.173 -1.483 1.545 -0.07 0.03 0.22
C -2.482 -0.941 0.726 0.13 0.30 -0.03
O -1.433 -0.170 0.946 -1.29 -0.23 0.56
C -2.794 -1.125 -0.751 -0.07 0.01 -0.19
C -4.115 -1.408 -1.139 -0.03 -0.04 0.03
C -4.399 -1.474 -2.469 -0.10 0.01 -0.10
C -3.371 -1.282 -3.422 -0.08 -0.06 -0.06
C -3.600 -1.303 -4.820 -0.06 -0.01 0.03
C -2.572 -1.109 -5.694 0.08 0.03 -0.02
C -1.259 -0.894 -5.211 -0.03 -0.02 -0.07
C -1.009 -0.877 -3.870 -0.05 -0.03 0.04
C -2.064 -1.062 -2.947 0.15 0.04 0.08
N -1.800 -0.982 -1.606 -0.19 0.16 0.12
H -4.859 -1.550 -0.369 0.00 0.00 -0.01
H -5.411 -1.662 -2.812 0.05 0.00 0.01
H -4.608 -1.473 -5.180 0.02 0.00 0.02
H -2.755 -1.121 -6.761 0.01 -0.01 0.04
H -0.447 -0.739 -5.912 -0.04 -0.01 0.04
H -0.008 -0.710 -3.497 0.07 0.00 0.02
O 1.356 0.837 -1.738 -0.14 0.63 -0.56
As 1.083 2.240 -2.640 0.12 0.14 0.07
C -0.627 2.975 -2.220 -0.10 0.03 0.03
C -1.371 2.445 -1.168 0.14 0.31 -0.34
C -2.626 2.947 -0.872 -0.06 0.03 0.04
C -3.135 3.997 -1.623 -0.02 0.03 0.00
C -2.382 4.560 -2.646 -0.01 0.00 0.01
C -1.125 4.055 -2.946 -0.07 -0.06 0.09
C 2.427 3.513 -2.215 0.11 -0.04 0.06
C 2.098 4.754 -1.684 0.07 -0.01 0.04
C 3.117 5.634 -1.345 0.00 0.00 0.01
C 4.442 5.268 -1.531 0.00 0.00 0.00
C 4.764 4.021 -2.056 -0.02 -0.01 0.00
C 3.756 3.137 -2.403 -0.02 0.14 0.04
C 1.233 1.748 -4.475 0.01 -0.17 -0.03
C 0.486 2.337 -5.487 0.05 -0.08 -0.05
C 0.687 1.936 -6.800 0.01 0.00 -0.03
C 1.623 0.954 -7.096 0.01 0.01 0.01
C 2.357 0.356 -6.078 -0.01 0.01 -0.02
C 2.163 0.750 -4.762 -0.04 0.05 -0.13
H -0.972 1.684 -0.527 -0.11 -0.06 0.14
H -3.188 2.532 -0.045 0.02 0.01 -0.03
H -4.115 4.396 -1.393 0.01 0.00 -0.01
H -2.770 5.400 -3.207 0.00 -0.02 0.01
H -0.534 4.524 -3.720 0.01 0.02 -0.05
H 1.065 5.030 -1.519 -0.01 0.01 0.00
H 2.874 6.602 -0.926 0.01 -0.02 -0.01
H 5.232 5.956 -1.259 -0.02 -0.03 -0.01
H 5.800 3.738 -2.189 -0.02 0.01 0.00
H 4.006 2.162 -2.800 0.01 -0.02 -0.02
H -0.263 3.083 -5.271 -0.02 0.03 0.01
H 0.108 2.392 -7.593 0.02 -0.02 0.02
H 1.779 0.650 -8.124 -0.01 0.01 0.03
H 3.081 -0.415 -6.309 -0.02 0.02 0.01
H 2.721 0.275 -3.966 0.02 -0.01 0.04
C 3.743 1.313 1.288 0.23 0.06 -0.11
Si 2.121 0.540 1.826 0.29 0.31 0.22
C 1.213 1.843 2.833 -0.10 0.08 0.15
C 2.473 -0.932 2.931 0.01 -0.31 0.04
C 2.431 -0.871 4.326 -0.05 -0.04 0.01
C 2.682 -1.996 5.102 -0.01 0.00 -0.02
C 2.980 -3.211 4.498 0.01 0.02 0.00
C 3.030 -3.300 3.114 -0.03 0.08 -0.01
C 2.772 -2.169 2.348 0.06 -0.04 0.26
H 4.295 1.693 2.154 -0.01 -0.02 -0.06
H 3.553 2.149 0.608 0.06 -0.01 0.02
H 4.383 0.593 0.768 -0.02 0.06 0.03
H 1.846 2.228 3.641 -0.05 -0.01 -0.03
H 0.297 1.441 3.275 0.03 0.05 -0.01
H 0.938 2.694 2.203 0.00 0.02 0.03
H 2.191 0.066 4.819 0.02 -0.05 -0.02
H 2.641 -1.927 6.183 0.01 0.00 -0.03
H 3.172 -4.088 5.105 -0.01 0.03 -0.01
H 3.265 -4.244 2.638 -0.01 0.03 0.01
H 2.833 -2.252 1.267 0.01 -0.01 -0.15
```
Positions in Å, forces in eV/Å.

As for the relative energy (zero: lowest compared OMol25 entry of this formula, charge and spin): 85.3 kJ/mol. Its spin multiplicity is 6. As for the LUMO energy (alpha / beta): -3.043 / -3.024 eV. As for the expectation value of S²: 8.988. The HOMO energy (alpha / beta) is -9.5 / -9.4 eV. The total charge is +1. The frontier orbital gap (alpha / beta) comes out at 0.2388 / 0.2330 hartree. As for the max |F|: 1.8 eV Å⁻¹.

---

Here is a 9-piece molecular cluster, C36H63N9 overall from OMol25. Energies are from ωB97M-V/def2-TZVPD.

```
108
Properties=species:S:1:pos:R:3:forces:R:3
C 3.483 -4.533 -1.363 0.80 -0.27 -0.49
C 3.951 -3.065 -1.145 -0.81 -0.43 -0.37
C 3.741 -2.641 0.309 -0.60 -0.70 0.87
C 4.387 -3.560 1.291 0.32 0.95 -0.66
N 4.973 -4.237 2.007 -0.14 -0.14 0.11
H 2.419 -4.627 -1.574 -0.11 0.17 0.30
H 3.761 -5.235 -0.576 -0.20 0.42 0.49
H 3.982 -5.023 -2.204 0.01 0.47 -0.31
H 3.312 -2.416 -1.751 -0.10 0.03 0.03
H 4.937 -2.868 -1.560 0.30 -0.26 0.51
H 2.674 -2.732 0.543 -0.11 -0.17 -0.23
H 3.912 -1.597 0.571 0.64 -0.03 -0.21
C -3.264 2.791 0.794 0.32 -0.62 0.53
C -4.634 2.158 1.075 0.17 0.92 -0.89
C -4.557 0.664 1.259 -0.93 -0.63 1.33
C -4.312 -0.172 0.105 0.66 0.41 -0.52
N -4.119 -0.770 -0.856 -0.02 -0.15 0.05
H -2.479 2.289 1.372 -0.17 0.07 0.36
H -3.255 3.840 1.084 0.03 0.09 -0.32
H -2.907 2.640 -0.224 -0.45 0.24 -0.21
H -5.298 2.458 0.260 -0.13 -0.28 0.00
H -5.075 2.605 1.966 0.15 -0.17 0.16
H -5.492 0.258 1.666 -0.13 0.31 -0.03
H -3.855 0.469 2.072 0.31 -0.32 -0.35
C 2.579 -3.290 -4.739 -0.40 1.28 0.36
C 1.272 -3.277 -3.939 -0.21 -0.57 0.16
C 0.475 -4.595 -4.120 -0.65 0.93 1.02
C -0.192 -4.580 -5.400 0.09 -0.50 -0.71
N -0.765 -4.493 -6.391 0.01 0.00 -0.03
H 3.395 -3.731 -4.173 -0.03 -0.40 -0.27
H 2.860 -2.248 -4.917 0.17 -0.02 0.05
H 2.430 -3.703 -5.735 0.13 -0.39 0.13
H 0.630 -2.435 -4.205 -0.01 -0.11 -0.41
H 1.391 -3.121 -2.865 0.52 -0.15 -0.03
H -0.369 -4.589 -3.422 0.16 0.02 0.18
H 1.028 -5.497 -3.862 0.23 0.00 -0.53
C 0.883 3.189 6.988 -0.22 -0.01 -0.05
C -0.229 2.773 6.034 -0.10 -0.73 1.35
C 0.059 1.525 5.226 -0.44 -1.28 0.35
C 0.202 0.249 5.987 0.39 0.72 0.11
N 0.357 -0.767 6.501 -0.04 0.07 0.05
H 0.542 4.056 7.555 0.33 0.18 -0.10
H 1.840 3.370 6.499 -0.02 0.17 0.04
H 0.997 2.388 7.722 0.26 -0.02 -0.06
H -0.627 3.552 5.387 0.23 0.09 0.01
H -1.009 2.457 6.736 -0.48 0.37 -0.38
H 0.974 1.581 4.634 -0.34 0.22 -0.52
H -0.867 1.299 4.690 0.45 0.22 -0.90
C 4.656 3.093 4.776 -0.09 1.18 0.92
C 5.063 1.697 5.186 0.50 -0.14 -0.82
C 3.987 0.633 4.897 0.53 0.17 1.84
C 3.452 0.644 3.553 0.01 -0.45 0.05
N 3.012 0.616 2.494 0.08 0.16 -0.09
H 5.492 3.796 4.800 0.19 -0.25 -0.09
H 4.002 3.487 5.562 -0.29 0.02 -0.26
H 4.166 3.251 3.816 0.00 -0.53 -0.08
H 5.301 1.683 6.250 -0.23 -0.06 0.05
H 6.006 1.422 4.706 -0.16 -0.12 -0.22
H 3.203 0.760 5.651 -0.43 0.25 -0.46
H 4.388 -0.327 5.230 -0.01 -0.27 -0.78
C 0.431 5.593 0.508 0.16 -0.55 1.12
C -0.194 4.259 0.122 -0.60 0.81 -1.57
C -1.031 4.480 -1.173 -0.03 -0.67 -0.15
C -0.234 4.864 -2.335 0.52 -0.03 -0.02
N 0.442 5.072 -3.241 -0.20 0.08 0.08
H 0.923 5.449 1.474 0.13 0.27 -0.05
H -0.356 6.332 0.664 0.06 0.12 -0.12
H 1.173 5.969 -0.192 -0.11 -0.09 -0.18
H -0.903 3.908 0.866 0.20 -0.02 0.22
H 0.527 3.474 -0.107 0.15 0.05 0.25
H -1.833 5.211 -1.063 0.03 0.02 0.27
H -1.496 3.536 -1.470 -0.14 0.03 0.06
C -0.543 -1.296 -0.862 0.73 -0.01 -0.23
C -0.137 -0.039 -0.066 -0.76 -0.78 -0.22
C 0.233 -0.431 1.397 -0.88 1.38 -1.07
C -0.977 -0.597 2.197 0.12 -0.56 -0.19
N -1.945 -0.719 2.802 -0.11 0.13 0.16
H -1.134 -1.090 -1.753 -0.09 0.23 0.12
H -1.077 -2.031 -0.258 -0.20 0.19 0.12
H 0.353 -1.804 -1.232 0.09 -0.02 0.10
H -0.986 0.648 -0.107 -0.02 0.11 0.41
H 0.680 0.493 -0.548 0.21 -0.23 0.07
H 0.716 0.452 1.811 0.65 -0.48 0.26
H 0.832 -1.335 1.350 0.25 0.13 0.52
C -2.310 -4.594 -1.669 0.92 -0.43 -1.06
C -2.860 -3.419 -2.491 -0.36 -0.32 0.80
C -4.376 -3.645 -2.714 -0.02 1.74 -0.37
C -5.001 -2.659 -3.638 0.42 -0.29 -0.09
N -5.511 -1.915 -4.351 0.12 -0.04 0.12
H -1.237 -4.524 -1.466 -0.02 0.49 0.10
H -2.343 -5.472 -2.322 -0.39 -0.32 0.37
H -2.771 -4.798 -0.705 -0.43 0.16 -0.16
H -2.338 -3.289 -3.439 0.04 -0.26 -0.07
H -2.698 -2.514 -1.912 -0.37 0.19 -0.21
H -4.884 -3.386 -1.784 -0.03 -0.73 0.25
H -4.623 -4.629 -3.104 0.06 -0.18 0.30
C -3.146 1.620 -4.741 -0.06 -1.65 -0.47
C -1.948 0.872 -4.150 -0.65 0.28 0.70
C -0.710 1.725 -4.277 1.76 0.28 -0.33
C 0.498 1.305 -3.519 -0.29 -0.30 -0.66
N 1.471 1.044 -2.965 -0.16 -0.10 0.14
H -4.017 0.975 -4.584 -0.33 0.70 0.87
H -3.178 1.556 -5.833 0.74 0.71 -0.07
H -3.155 2.634 -4.354 -0.64 0.04 -0.12
H -1.886 -0.122 -4.595 0.49 0.15 -0.25
H -2.127 0.662 -3.089 -0.15 0.17 0.02
H -0.740 2.780 -3.984 -1.01 -0.05 0.21
H -0.443 1.834 -5.333 0.25 -0.32 0.01
```
Positions in Å, forces in eV/Å.

The SMILES is CCCC#N.CCCC#N.CCCC#N.CCCC#N.CCCC#N.CCCC#N.CCCC#N.CCCC#N.CCCC#N. As for the relative energy (zero: lowest compared OMol25 entry of this formula, charge and spin): 213.7 kJ/mol. As for the LUMO energy: 0.062 eV. The HOMO energy is -11.3 eV. The total charge is 0. The frontier orbital gap comes out at 0.4161 hartree. As for the max |F|: 2.0 eV Å⁻¹.

---

| no. | total energy (a.u.) |
| --- | --- |
| 1 | -10606.07543 |
| 2 | -3691.89197 |
| 3 | -4854.59371 |
| 4 | -1902.21126 |